Here is a structure of composition C3H8O from the OMol25 dataset. Energies are from wB97M-V/def2-TZVPD.

```
12
Properties=species:S:1:pos:R:3:forces:R:3
H 1.801 -0.991 1.224 0.1 0.0 -0.2
C 0.853 0.760 -0.067 -0.3 0.1 -0.2
H -2.218 0.730 -0.077 0.1 -0.2 0.0
O 1.870 -0.747 0.285 0.0 -0.2 0.3
H -2.061 -1.025 -0.227 0.1 0.2 0.1
H -0.278 0.073 -1.740 0.0 0.0 0.2
H 1.599 1.251 -0.686 -0.1 -0.1 0.1
H 0.766 1.165 0.943 0.0 -0.1 -0.2
C -0.217 0.035 -0.651 0.0 0.4 -0.1
C -1.534 -0.116 0.087 -0.1 -0.1 0.1
H -1.369 -0.200 1.170 0.0 0.0 -0.2
H 0.788 -0.936 -0.263 0.2 0.0 0.1
```
Forces are in eV/Å.

Calculated values
- Kohn-Sham gap (Ha) = 0.339
- lowest unoccupied orbital energy (eV) = 1.022

Results of the Löwdin charge analysis, in e, for atoms 1 through 6:
1 H 0.0557
2 C -0.0581
3 H 0.0655
4 O -0.1580
5 H 0.0636
6 H 0.0954